(1)
Density functional theory data (wB97M-V/def2-TZVPD) for a cluster of 2 separate species, CNO4S in total in a non-equilibrium geometry.

Structure (XYZ):
```
7
Properties=species:S:1:pos:R:3:forces:R:3:lowdin_charge:R:1
S 1.774 -1.808 1.234 -0.037 0.072 -0.271 0.69
O -1.096 0.569 -2.255 0.712 -0.195 -2.313 -0.04
O -1.872 0.747 -0.322 -0.955 0.250 1.337 -0.06
O 0.976 0.770 1.684 0.813 -3.098 -1.273 0.06
C 1.227 -0.329 1.309 -0.665 3.177 1.945 -0.86
O -0.016 -0.286 -0.576 0.393 -0.562 -0.937 -0.15
N -0.994 0.337 -1.073 -0.261 0.357 1.512 -0.64
```
Positions in Å, forces in eV/Å.

The value obtained for the energy above the lowest of the compared OMol25 structures with the same formula, charge and spin is 270.7 kJ/mol. As for the LUMO energy: 3.157 eV. The spin multiplicity is 1. The total charge is -1. For the molar mass, the calculation gives 122.081 g mol⁻¹. Its electronic energy is -791.97299 Ha. The value obtained for the highest occupied orbital energy is -4.48 eV.

***

(2)
Density functional theory data (wB97M-V/def2-TZVPD) for a cluster of 2 separate species, CO2S in total in a non-equilibrium geometry.

Structure (XYZ):
```
4
Properties=species:S:1:pos:R:3:forces:R:3:lowdin_charge:R:1
O 0.025 0.022 0.207 1.175 1.118 3.925 0.04
C -0.220 -0.277 -0.846 -0.978 -0.695 -2.255 -0.45
O -0.536 -0.586 -1.897 -0.330 -0.577 -2.100 0.24
S 0.731 0.841 2.537 0.134 0.154 0.431 0.17
```
Positions in Å, forces in eV/Å.

The value obtained for the energy above the lowest of the compared OMol25 structures with the same formula, charge and spin is 44.3 kJ/mol. As for the LUMO energy (spin up / spin down): -2.326 / -2.329 eV. The spin multiplicity is 1. The total charge is 0. For the molar mass, the calculation gives 76.076 g mol⁻¹. Its electronic energy is -586.69141 Ha. The value obtained for the highest occupied orbital energy (spin up / spin down) is -9.77 / -9.77 eV.

***

(3)
Density functional theory data (wB97M-V/def2-TZVPD) for a structure of composition CO3Sn in a non-equilibrium geometry.

Structure (XYZ):
```
5
Properties=species:S:1:pos:R:3:forces:R:3:lowdin_charge:R:1
O -0.124 -0.904 0.739 4.269 -2.368 2.097 -0.13
O 0.216 0.970 -0.309 4.986 2.255 -0.850 -0.27
C -0.581 0.044 0.072 -4.471 -1.255 -2.830 -1.08
Sn 2.204 -0.085 -0.087 -4.923 0.520 0.811 1.43
O -1.715 -0.025 -0.415 0.138 0.849 0.772 0.04
```
Positions in Å, forces in eV/Å.

The value obtained for the energy above the lowest of the compared OMol25 structures with the same formula, charge and spin is 118.2 kJ/mol. As for the LUMO energy: -2.763 eV. The spin multiplicity is 1. The total charge is 0. For the molar mass, the calculation gives 178.719 g mol⁻¹. Its electronic energy is -478.06693 Ha. The value obtained for the highest occupied orbital energy is -8.48 eV.

***

(4)
Density functional theory data (wB97M-V/def2-TZVPD) for a structure of composition Ca2H2O2 in a non-equilibrium geometry.

Structure (XYZ):
```
6
Properties=species:S:1:pos:R:3:forces:R:3:lowdin_spin:R:1
O 10.529 14.430 14.124 0.649 0.478 1.170 0.34
Ca 11.828 16.237 14.483 -0.269 1.649 -0.432 -0.02
H 9.572 14.565 14.265 -0.181 -0.277 -0.533 0.01
H 14.206 14.298 14.756 0.558 0.240 0.176 0.01
O 13.240 14.436 14.716 0.070 0.128 -0.267 0.68
Ca 11.799 12.737 14.784 -0.828 -2.218 -0.115 -0.02
```
Positions in Å, forces in eV/Å.

As for the LUMO energy (spin up / spin down): -13.431 / -19.524 eV. The spin multiplicity is 2. The total charge is +3. For the molar mass, the calculation gives 114.170 g mol⁻¹. Its electronic energy is -1505.74047 Ha. The value obtained for the highest occupied orbital energy (spin up / spin down) is -27.07 / -24.86 eV.

***

(5)
Density functional theory data (wB97M-V/def2-TZVPD) for a structure of composition Ca2I in a non-equilibrium geometry.

Structure (XYZ):
```
3
Properties=species:S:1:pos:R:3:forces:R:3:lowdin_charge:R:1
I 1.339 1.580 1.700 -0.799 -0.874 -0.857 -0.28
Ca 1.454 -0.431 -3.076 0.470 0.417 0.280 1.66
Ca -2.793 -1.150 1.376 0.328 0.457 0.578 1.62
```
Positions in Å, forces in eV/Å.

The value obtained for the energy above the lowest of the compared OMol25 structures with the same formula, charge and spin is 428.7 kJ/mol. As for the LUMO energy: -13.221 eV. The spin multiplicity is 1. The total charge is +3. For the molar mass, the calculation gives 207.060 g mol⁻¹. Its electronic energy is -1651.69409 Ha. The value obtained for the highest occupied orbital energy is -16.99 eV.

***

(6)
Density functional theory data (wB97M-V/def2-TZVPD) for a structure of composition Ca3H6N4O15 in a non-equilibrium geometry.

Structure (XYZ):
```
28
Properties=species:S:1:pos:R:3:forces:R:3:lowdin_charge:R:1
O 5.100 11.476 9.337 -0.007 -0.462 0.411 -0.03
H 0.880 9.051 5.526 -1.111 0.084 0.762 0.03
H 4.350 10.992 8.992 -0.127 -0.029 -0.233 -0.02
O -1.383 9.879 9.591 5.110 -0.015 3.606 -0.19
H 2.594 13.438 10.608 0.292 0.328 0.188 0.05
N 1.594 10.718 8.085 -0.275 -0.446 -1.031 -0.49
O 1.460 10.611 9.319 -0.372 -0.197 0.758 -0.19
O 3.533 13.696 7.217 -0.481 -1.190 -0.059 0.01
O -2.862 10.966 8.512 0.866 3.227 -0.784 -0.02
O 1.662 9.163 4.985 1.140 0.095 -0.503 -0.15
O 0.776 11.326 7.387 0.555 -0.224 0.402 -0.02
O 4.581 13.963 5.370 -0.497 -1.014 0.009 0.03
Ca 0.513 9.686 11.236 -1.619 0.722 -2.242 1.80
O 2.311 13.200 9.725 -0.673 -0.067 0.222 -0.04
N -1.901 8.796 5.564 -5.926 -0.754 -2.652 -0.69
O -1.095 9.657 5.821 6.814 5.581 2.263 -0.24
Ca 3.819 9.677 5.572 -0.034 2.213 1.084 1.73
N 4.099 13.198 6.229 0.195 9.322 0.134 -0.66
O 4.278 12.034 6.140 0.490 -9.209 -0.914 -0.18
H 5.432 11.970 8.587 0.033 0.429 -0.201 0.03
H 2.594 12.292 9.618 0.487 0.236 0.020 -0.03
O -2.726 9.116 4.729 -1.399 0.838 -2.248 0.02
O -1.999 7.795 6.145 1.408 -3.809 2.438 0.12
Ca -1.102 12.076 5.671 -0.377 -2.299 1.263 1.76
H 1.413 8.816 4.129 -0.242 -0.257 -0.517 0.09
N -2.392 9.904 8.901 -2.999 1.250 -1.443 -0.68
O -2.978 8.934 8.622 -1.022 -4.371 -0.371 0.10
O 2.590 10.140 7.589 -0.226 0.018 -0.359 -0.13
```
Positions in Å, forces in eV/Å.

The value obtained for the energy above the lowest of the compared OMol25 structures with the same formula, charge and spin is 277.2 kJ/mol. As for the LUMO energy: -8.168 eV. The spin multiplicity is 1. The total charge is +2. For the molar mass, the calculation gives 422.295 g mol⁻¹. Its electronic energy is -3383.08212 Ha. The value obtained for the highest occupied orbital energy is -13.72 eV.

***

(7)
Density functional theory data (wB97M-V/def2-TZVPD) for a structure of composition CaH10N3O14 in a non-equilibrium geometry.

Structure (XYZ):
```
28
Properties=species:S:1:pos:R:3:forces:R:3:lowdin_charge:R:1
N -14.246 -14.326 13.205 -0.677 -0.036 -0.464 -0.59
H -10.138 -18.352 15.703 0.060 0.259 0.137 0.07
H -14.901 -16.764 17.148 0.009 0.070 0.092 0.06
H -12.769 -18.495 17.444 0.152 0.008 0.053 0.07
O -14.953 -13.350 13.475 0.483 -0.604 -0.027 -0.01
O -8.739 -13.895 17.547 0.099 -0.616 0.254 -0.01
O -13.340 -17.572 14.713 -0.449 -0.919 -0.119 -0.12
N -9.121 -15.011 17.921 0.459 1.325 -0.584 -0.61
O -14.383 -15.982 16.941 -1.073 -0.004 0.347 -0.14
O -12.724 -13.552 16.825 -0.498 -0.324 0.032 -0.18
H -13.951 -18.232 15.055 -0.078 0.074 -0.131 0.06
O -8.380 -15.749 18.596 -0.582 -0.354 -0.066 -0.07
H -11.240 -14.660 13.794 -0.331 0.226 0.334 0.06
H -9.884 -15.058 14.394 0.075 0.199 0.409 0.07
H -10.457 -17.872 14.287 -0.075 0.165 0.012 0.07
O -13.451 -14.807 14.068 0.226 -0.083 -0.015 -0.15
O -14.318 -14.886 12.078 0.219 0.151 0.545 -0.08
H -13.348 -17.700 13.756 -0.051 0.493 0.002 0.08
H -15.012 -15.246 16.967 0.458 0.284 -0.253 0.09
O -10.804 -14.899 14.627 0.311 -0.272 -1.023 -0.14
H -12.303 -17.715 18.675 0.231 0.360 -0.077 0.09
N -12.390 -12.365 16.489 1.079 0.301 -0.499 -0.59
O -12.452 -17.630 17.726 -0.169 -1.205 0.441 -0.12
O -11.198 -12.140 16.198 -0.868 -0.212 0.137 -0.04
O -10.667 -17.712 15.213 0.420 -0.597 0.039 -0.11
O -10.292 -15.367 17.584 -0.372 -1.217 0.153 -0.18
O -13.234 -11.458 16.453 -0.063 -0.567 0.309 -0.05
Ca -12.225 -15.999 16.106 1.002 3.095 -0.037 1.46
```
Positions in Å, forces in eV/Å.

The value obtained for the energy above the lowest of the compared OMol25 structures with the same formula, charge and spin is 135.2 kJ/mol. As for the LUMO energy: 0.875 eV. The spin multiplicity is 1. The total charge is -1. For the molar mass, the calculation gives 316.165 g mol⁻¹. Its electronic energy is -1901.09087 Ha. The value obtained for the highest occupied orbital energy is -4.39 eV.

***

(8)
Density functional theory data (wB97M-V/def2-TZVPD) for a structure of composition CaH14N2O13 in a non-equilibrium geometry.

Structure (XYZ):
```
30
Properties=species:S:1:pos:R:3:forces:R:3:lowdin_charge:R:1
H 1.354 3.542 1.932 0.098 0.228 -0.070 0.03
O 1.184 2.678 2.307 -0.283 -0.303 -0.470 -0.06
H -3.257 2.685 1.705 0.204 -0.003 -0.149 0.01
O 0.649 -6.003 -1.669 -0.742 -2.595 -0.259 -0.03
H 1.267 2.806 3.252 0.080 -0.114 0.318 0.04
H -1.870 -1.687 3.370 -0.231 -0.225 -0.020 0.04
H -4.550 3.461 1.841 -0.225 0.159 -0.067 0.03
H -4.559 -0.712 0.292 -0.150 0.000 0.252 0.03
O 1.665 -4.559 -2.811 0.905 1.138 -2.280 -0.04
H -2.319 3.542 -1.350 -0.269 -0.024 -0.182 0.04
H -1.108 4.293 -0.840 0.172 0.246 0.058 0.04
H -0.634 -0.941 3.828 0.297 0.039 0.219 0.04
O 5.603 -2.738 1.734 3.214 -3.142 -2.977 -0.01
H 3.424 1.393 -2.906 0.103 -0.206 -0.267 0.04
O 0.056 -4.055 -1.546 -4.099 5.373 1.784 -0.09
O -4.087 -0.701 -0.541 0.439 0.290 0.065 -0.06
H 3.500 2.280 -1.681 0.205 0.154 0.174 0.03
O -0.927 -0.148 -3.970 0.032 0.259 0.570 -0.07
H -1.045 -0.811 -4.650 0.041 -0.419 -0.077 0.05
O -1.083 -1.251 3.042 0.098 0.367 -0.649 -0.06
O 3.104 1.472 -2.007 -0.599 -0.068 0.265 -0.06
H -0.873 0.679 -4.449 0.023 0.214 -0.149 0.03
O 3.703 -2.033 1.772 -5.492 1.544 -1.370 -0.06
N 4.821 -1.959 2.195 1.544 -3.377 -1.028 -0.78
Ca 0.079 -0.156 -0.190 0.555 -0.966 0.018 1.67
O 5.209 -1.338 3.100 0.254 5.353 5.206 0.00
O -3.923 2.941 2.344 0.036 -0.136 0.189 -0.05
O -1.491 3.417 -0.886 0.150 -0.497 0.183 -0.06
H -4.625 -1.233 -1.128 -0.055 -0.208 -0.251 0.04
N 0.735 -4.861 -2.090 3.694 -3.082 0.966 -0.73
```
Positions in Å, forces in eV/Å.

The value obtained for the energy above the lowest of the compared OMol25 structures with the same formula, charge and spin is 985.3 kJ/mol. As for the LUMO energy: -3.680 eV. The spin multiplicity is 1. The total charge is 0. For the molar mass, the calculation gives 290.191 g mol⁻¹. Its electronic energy is -1773.17164 Ha. The value obtained for the highest occupied orbital energy is -6.30 eV.

***

(9)
Density functional theory data (wB97M-V/def2-TZVPD) for a structure of composition CaH14N2O13 in a non-equilibrium geometry.

Structure (XYZ):
```
30
Properties=species:S:1:pos:R:3:forces:R:3:lowdin_charge:R:1
O -10.007 24.032 -10.489 0.780 -0.059 -0.429 -0.10
O -16.335 23.117 -14.096 0.691 -0.469 -0.046 -0.05
O -14.877 18.904 -14.642 0.377 0.493 0.036 -0.06
Ca -12.953 22.012 -14.402 0.136 0.746 0.311 1.71
O -11.825 24.600 -11.451 -1.424 0.257 -1.664 -0.11
O -15.668 26.813 -17.419 -0.603 -1.407 -1.570 -0.09
H -10.390 19.585 -17.094 0.160 0.168 -0.236 0.04
N -11.132 24.556 -10.434 0.842 -1.512 1.833 -0.68
H -10.726 19.912 -11.494 0.036 0.297 0.374 0.05
O -14.031 26.259 -16.110 1.495 -2.494 -0.042 -0.12
H -14.043 22.329 -18.641 0.011 -0.175 -0.179 0.04
H -14.460 20.560 -10.436 0.107 -0.180 0.157 0.04
O -10.919 19.420 -16.314 -0.323 0.302 0.348 -0.06
H -10.894 18.469 -16.204 -0.020 -0.259 0.049 0.04
H -14.226 23.544 -17.758 -0.148 0.795 0.131 0.04
H -15.198 21.856 -10.690 -0.066 0.326 0.138 0.04
O -15.049 28.053 -15.867 -0.394 3.453 2.074 -0.02
H -16.776 23.290 -13.264 -0.028 0.212 0.279 0.04
O -14.513 21.293 -11.049 0.136 -0.082 -0.634 -0.06
O -11.568 24.899 -9.324 -0.478 0.625 -0.277 -0.06
H -9.685 24.129 -16.137 -0.132 0.314 -0.209 0.05
H -15.785 18.807 -14.930 -0.302 0.080 -0.079 0.04
O -9.916 23.570 -15.394 -0.581 -0.554 0.065 -0.05
O -13.887 22.649 -17.753 0.239 -0.445 0.696 -0.07
O -10.816 19.879 -12.446 -0.470 0.204 -0.517 -0.06
H -17.043 22.891 -14.700 -0.160 0.085 -0.308 0.04
N -14.918 27.038 -16.470 -0.394 -0.283 -0.518 -0.73
H -10.419 19.044 -12.696 0.149 -0.173 -0.141 0.04
H -14.549 18.008 -14.574 0.146 -0.232 0.058 0.04
H -9.078 23.235 -15.076 0.220 -0.034 0.302 0.04
```
Positions in Å, forces in eV/Å.

The value obtained for the energy above the lowest of the compared OMol25 structures with the same formula, charge and spin is 739.2 kJ/mol. As for the LUMO energy: -3.072 eV. The spin multiplicity is 1. The total charge is 0. For the molar mass, the calculation gives 290.191 g mol⁻¹. Its electronic energy is -1773.26538 Ha. The value obtained for the highest occupied orbital energy is -6.53 eV.

***

(10)
Density functional theory data (wB97M-V/def2-TZVPD) for a structure of composition CaH14NO10 in a non-equilibrium geometry.

Structure (XYZ):
```
26
Properties=species:S:1:pos:R:3:forces:R:3:lowdin_charge:R:1
O 2.106 -1.423 -0.203 0.365 -0.347 -0.348 -0.12
O 1.882 1.275 0.158 0.339 -0.157 -0.185 -0.21
O 2.626 3.294 -0.165 -0.146 -0.422 0.548 0.06
O -0.080 -1.192 -2.265 -0.139 -0.400 -0.344 -0.11
H -1.078 -2.806 1.517 0.067 0.179 -0.161 0.09
H 1.235 -1.162 2.586 0.079 0.237 -0.132 0.08
H -0.603 1.818 -2.391 0.246 0.019 0.134 0.08
O -0.775 -2.440 0.673 -0.074 -0.653 -0.150 -0.10
H -0.599 -3.210 0.111 -0.058 0.175 0.190 0.08
H -3.021 -0.030 -1.258 0.136 0.086 0.258 0.08
O -1.251 1.338 1.350 -0.793 0.212 0.319 -0.13
H 2.835 -0.911 -0.601 -0.340 0.067 0.375 0.09
H 0.351 -1.959 -2.670 0.089 0.303 0.092 0.09
H -1.174 2.303 1.261 0.624 -0.335 0.226 0.07
H 0.258 -0.035 2.941 0.280 0.198 -0.185 0.08
O 0.923 2.931 1.137 0.252 0.433 -0.066 -0.05
H 2.481 -2.278 0.043 -0.011 0.181 -0.066 0.08
H -2.511 -1.424 -0.863 -0.085 0.246 0.174 0.06
O 0.763 -0.409 2.205 -0.291 -0.599 0.866 -0.13
H -0.779 -0.937 -2.883 0.157 -0.037 0.119 0.07
H -1.814 1.200 2.123 -0.044 0.034 -0.264 0.08
Ca -0.004 -0.214 -0.016 0.825 1.143 0.082 1.46
O -0.394 1.731 -1.451 -0.666 0.175 -0.372 -0.10
H -0.847 2.480 -1.038 0.327 -0.025 -0.007 0.07
O -2.376 -0.479 -0.694 -0.333 -0.485 -0.383 -0.12
N 1.848 2.541 0.393 -0.806 -0.229 -0.720 -0.57
```
Positions in Å, forces in eV/Å.

The value obtained for the energy above the lowest of the compared OMol25 structures with the same formula, charge and spin is 16.7 kJ/mol. As for the LUMO energy: -3.683 eV. The spin multiplicity is 1. The total charge is +1. For the molar mass, the calculation gives 228.187 g mol⁻¹. Its electronic energy is -1492.99953 Ha. The value obtained for the highest occupied orbital energy is -11.21 eV.